98
Properties=species:S:1:pos:R:3:lowdin_spin:R:1 method="wB97M-V/def2-TZVPD" multiplicity=2 homo_energy_ev="-0.047 / -4.819" homo_lumo_gap_ev="1.98 / 6.75" total_charge=-1 s_squared=0.7612
N 4.12125 -1.53291 1.33376 0.000
C 3.73981 -2.77621 1.54363 0.000
C 3.71400 -3.38662 2.81774 0.000
C 4.04660 -2.63273 3.95682 0.001
C 4.46953 -1.31563 3.82213 0.001
C 4.52299 -0.87584 2.46047 0.001
H 3.54445 -3.38567 0.67369 0.000
H 3.41791 -4.41306 2.97624 0.000
H 3.93604 -2.96068 4.97987 0.000
H 4.81434 -0.79459 4.70305 0.001
H 5.11169 -0.00019 2.23014 0.000
N -0.79084 -1.06401 -1.07806 0.001
C -1.31010 0.14285 -1.30126 0.000
C -0.78599 1.36191 -0.87839 0.001
C 0.31256 1.34062 -0.02355 0.002
C 0.86204 0.05366 0.28262 0.001
C 0.29614 -1.12456 -0.25895 0.000
H -2.03177 0.11615 -2.10429 0.000
H -1.20128 2.29676 -1.22481 0.000
H 0.85497 2.24123 0.22363 0.002
H 1.77459 0.05040 0.86024 0.000
H 0.72803 -2.10737 -0.14079 0.000
N -2.45638 4.31857 1.11407 0.026
C -1.51601 4.51881 0.14557 0.004
C -0.25536 4.96605 0.50896 0.014
C 0.11685 4.92958 1.86965 0.016
C -0.80395 4.60523 2.83441 0.010
C -2.10951 4.40692 2.45195 0.006
H -1.81483 4.47673 -0.89142 0.000
H 0.37950 5.20040 -0.33272 0.001
H 1.13209 5.14554 2.16804 0.003
H -0.57213 4.48935 3.88285 0.000
H -2.88542 4.14570 3.15631 0.002
N -3.39164 -0.42600 -5.31894 0.000
C -3.83979 -0.54226 -6.61296 0.000
C -4.53625 -1.70939 -7.02565 0.000
C -4.74428 -2.73048 -6.12767 0.000
C -4.15120 -2.68331 -4.88697 0.000
C -3.45866 -1.51600 -4.50448 0.000
H -3.65078 0.26865 -7.30078 0.000
H -4.95771 -1.84244 -8.01108 0.000
H -5.32761 -3.62364 -6.29611 0.000
H -4.27766 -3.48410 -4.17343 0.000
H -3.01769 -1.46337 -3.52002 0.000
N 3.70912 2.62172 0.79495 0.001
C 4.15008 1.84404 -0.24069 0.000
C 5.08108 2.30973 -1.16127 0.000
C 5.63034 3.59791 -1.03340 0.000
C 5.14635 4.39435 0.02063 0.000
C 4.17625 3.90468 0.86326 0.000
H 3.81485 0.81889 -0.18528 0.000
H 5.54335 1.70497 -1.92741 0.000
H 6.32260 4.03509 -1.73771 0.000
H 5.57766 5.37116 0.18255 0.000
H 3.77346 4.56951 1.61304 0.000
N 0.68891 -4.57840 3.99882 0.001
C 0.20061 -3.65428 3.11248 0.002
C -0.41650 -2.46880 3.42814 0.003
C -0.45796 -2.14247 4.77292 0.007
C 0.00104 -3.02397 5.74600 0.003
C 0.50083 -4.22831 5.29248 0.000
H 0.28676 -3.81808 2.04845 0.000
H -0.66266 -1.74924 2.66132 0.001
H -0.86707 -1.20934 5.13109 0.006
H -0.08027 -2.81922 6.80330 0.001
H 0.87860 -4.97420 5.97610 0.000
N 0.08747 -4.08347 -6.18379 0.000
C 0.87191 -4.98994 -5.58993 0.000
C 1.27446 -4.87782 -4.30829 0.000
C 0.68277 -3.87531 -3.47602 0.000
C -0.13359 -2.97667 -4.09313 0.000
C -0.42680 -3.07264 -5.45709 0.000
H 1.35205 -5.74400 -6.19597 0.000
H 1.93019 -5.54845 -3.77288 0.000
H 1.01895 -3.71854 -2.46171 0.000
H -0.45784 -2.09125 -3.56655 0.000
H -1.02588 -2.30422 -5.92294 0.000
N -0.48830 2.47465 6.17057 0.245
C -1.14018 1.91343 5.12500 0.053
C -0.53301 1.31962 3.99894 0.095
C 0.88703 1.35195 3.96021 0.231
C 1.62579 1.93305 4.98994 0.058
C 0.88726 2.43261 6.10726 0.150
H -2.21826 1.92646 5.06191 0.005
H -1.06850 0.94839 3.13764 0.005
H 1.44396 0.90489 3.15004 0.022
H 2.70544 1.95351 4.97160 -0.001
H 1.46019 2.93831 6.87043 0.016
C -5.97992 -0.45206 -1.38915 0.000
Cl -4.48299 -1.33514 -1.16716 0.000
Cl -6.31970 -0.28433 -3.15478 0.000
Cl -5.86237 1.16129 -0.66452 0.000
H -6.70600 -1.03818 -0.82579 0.000
C -4.09891 2.70615 -4.09573 0.000
Cl -2.68433 3.05797 -5.02045 0.000
Cl -5.53362 3.44039 -4.86774 0.000
Cl -3.81768 3.11129 -2.33700 0.000
H -4.25555 1.62823 -4.13622 0.000